The following is a quantum chemistry calculation of a molecular structure, C30H59BeClFN3Na2O15PS3, from the OMol25 dataset.

XYZ file:
```
116
Properties=species:S:1:pos:R:3
C -0.2942 -1.8023 4.1609
C -1.1242 -1.2229 2.9466
C -1.0746 -2.1375 1.6622
C -2.2331 -1.7520 0.6788
N -2.1667 -0.3104 0.2397
C -3.2056 -0.1876 -0.7755
C -4.5576 0.3186 -0.4388
C -4.8864 0.7812 1.0213
C -4.1580 2.1240 1.4250
C -4.4137 3.3309 0.4517
O -5.3454 4.2733 1.0238
C -5.1231 5.5926 0.4902
C -5.5636 0.3677 -1.5233
P -7.2868 0.9180 -1.2475
O -8.2158 0.8991 -2.6390
O -7.9994 -0.0203 -0.0816
S -7.3945 2.7780 -0.5671
C -5.1711 -0.0760 -2.8975
N -5.9544 -0.1356 -4.0177
S -5.0432 -0.7197 -5.2662
N -3.5815 -0.9433 -4.5308
C -3.7807 -0.5600 -3.2262
C -2.7830 -0.6028 -2.1201
C -1.3168 -1.0797 -2.3992
C -0.4487 0.2615 -2.4822
C 0.4154 0.5499 -1.1957
C -0.0507 1.8349 -0.4182
C 0.9465 3.0451 -0.5150
C 2.0422 2.9614 0.6158
O 3.2318 2.3411 0.0403
C 4.2771 3.2501 0.1939
C 4.3877 4.6018 -0.5751
O 5.1631 2.9484 0.9692
H -0.1699 -0.9957 4.9245
H -0.8999 -2.6447 4.5903
H 0.7125 -2.1418 3.7741
H -0.7180 -0.2143 2.6575
H -2.2104 -1.0660 3.2168
H -1.2748 -3.1908 2.0097
H -0.0965 -2.1052 1.1169
H -3.2387 -1.9335 1.1622
H -2.1975 -2.4498 -0.2041
H -2.4099 0.2436 1.0627
H -5.9946 0.8577 1.1697
H -4.5112 -0.0250 1.7062
H -4.5724 2.4311 2.4285
H -3.0495 2.0252 1.5474
H -4.7015 3.0377 -0.5940
H -3.4345 3.8969 0.3507
H -6.1213 6.1020 0.3844
H -4.6147 5.5855 -0.5085
H -4.4707 6.1248 1.2413
H -9.0568 0.4304 -2.4407
H -7.9922 -0.9711 -0.3455
H -1.3193 -1.4919 -3.4431
H -0.9411 -1.7983 -1.6352
H 0.2773 0.1191 -3.3335
H -1.0734 1.1683 -2.7383
H 1.5127 0.6503 -1.4216
H 0.3199 -0.3506 -0.5241
H -1.0986 2.1364 -0.7044
H -0.1201 1.5574 0.6748
H 1.3734 3.1953 -1.5450
H 0.3346 3.9822 -0.2995
H 1.7186 2.3570 1.5051
H 2.2774 3.9900 1.0154
H 3.6436 4.6980 -1.4104
H 5.4062 4.6247 -1.0331
H 4.2992 5.4712 0.1309
Cl 6.9188 1.9548 -0.2361
C 2.3686 -6.8162 -3.4032
O 2.9825 -6.1254 -2.3338
C 2.5447 -4.7787 -2.2074
C 2.3887 -4.3918 -0.7445
O 1.2786 -4.9923 -0.0811
C 1.3360 -6.3990 0.1583
C 2.3679 -6.8294 1.1917
O 3.6893 -6.7029 0.6806
C 4.6099 -6.2134 1.6349
H 2.8197 -6.5221 -4.3580
H 2.5311 -7.8834 -3.2504
H 1.2883 -6.6396 -3.4289
H 1.5951 -4.6221 -2.7281
H 3.3105 -4.1423 -2.6687
H 2.1945 -3.3144 -0.7131
H 3.3104 -4.5497 -0.1845
H 1.4458 -6.9493 -0.7756
H 0.3503 -6.6627 0.5527
H 2.2127 -7.8870 1.4353
H 2.2350 -6.2320 2.1000
H 4.2096 -5.3371 2.1586
H 5.5131 -5.9060 1.1083
H 4.8635 -6.9957 2.3564
O -8.5966 6.1444 2.0082
H -7.8402 5.7208 1.5870
H -8.2215 6.9206 2.4398
O -7.4785 -2.4136 -2.4640
H -7.0897 -1.5963 -2.8040
H -7.3730 -3.0380 -3.1909
Na -0.3708 5.7608 -0.5899
O 1.5164 -1.1213 6.1491
H 2.3607 -1.3422 5.8126
Be -9.8164 2.9412 -1.4002
F -1.9145 2.4811 -3.7817
C 9.9156 3.4580 1.5469
C 10.2738 3.8936 0.1403
O 11.5977 4.4240 0.2473
S 12.3980 3.6245 1.4013
O 13.1882 2.6161 0.7846
O 12.9385 4.5731 2.3113
O 11.1212 2.9133 2.0897
H 9.6202 4.3117 2.1628
H 9.1223 2.7127 1.5572
H 9.5891 4.6436 -0.2502
H 10.3043 3.0403 -0.5421
Na 3.5123 -0.6644 5.0307
```

Output
* charge: +1
* strongest force on any atom: 0.0557 Eh/bohr
* E_HOMO: -9.1 eV

The following is a quantum chemistry calculation of 3 unconnected molecules or ions with the total composition C30H59ClN5O4P, from the OMol25 dataset.

XYZ file:
```
100
Properties=species:S:1:pos:R:3
C 1.0519 0.5614 2.2483
C -0.5536 0.2366 2.5862
C -1.3704 1.4423 3.3532
N -1.0513 -0.9964 2.2487
C -1.8836 -0.9640 0.9875
C -2.2858 -2.5801 0.8347
C -2.9533 -3.2148 2.1922
O -4.2663 -2.6135 2.5418
N -3.2095 -0.1760 0.9969
C -3.1060 1.2577 0.4403
O -3.7471 2.3659 0.8391
C -1.9772 1.0285 -0.7510
P -3.0435 1.2061 -2.3271
N -2.6806 2.6080 -3.1001
C -1.2273 -0.3931 -0.4151
C -1.0220 -1.4048 -1.6885
C 0.0988 -0.8207 -2.7832
C 1.6384 -0.8632 -2.2216
Cl 2.2135 -2.5391 -1.6502
H 1.5483 1.2018 3.1232
H 1.6185 -0.4746 2.1379
H 1.0656 1.1969 1.2589
H -2.5502 1.3937 3.1772
H -0.9562 2.4789 2.9320
H -1.1374 1.3951 4.5016
H -2.8914 -2.8063 -0.1419
H -1.2352 -3.1306 0.6970
H -2.1910 -3.2410 3.0885
H -3.1887 -4.3559 1.9423
H -4.7799 -2.6563 1.6658
H -3.7772 -0.5981 0.2026
H -1.0908 1.7994 -0.7759
H -4.4261 1.2706 -1.9279
H -2.8630 0.1194 -3.2684
H -1.9141 3.0969 -2.5874
H -0.1162 -0.0331 -0.2137
H -2.0758 -1.6126 -2.2043
H -0.6128 -2.4815 -1.3936
H -0.2008 0.2626 -3.1749
H 0.0744 -1.5092 -3.7557
H 2.3497 -0.5627 -3.1221
H 1.7706 -0.1333 -1.3011
C 4.3496 -5.0183 -0.0026
C 4.1842 -6.1745 -1.0269
C 2.9337 -7.0129 -0.6550
C 3.1412 -7.8565 0.5992
C 4.3825 -8.7317 0.4734
C 5.6645 -7.9679 0.0424
N 5.4346 -7.0060 -1.0871
O 5.3857 -7.7555 -2.2770
C 6.2656 -7.2003 1.2485
C 6.7614 -9.0410 -0.2788
C 3.9005 -5.4213 -2.3681
H 3.5904 -4.2410 -0.1583
H 4.2217 -5.3280 1.0343
H 5.3278 -4.5350 -0.1025
H 2.6648 -7.6784 -1.4858
H 2.0674 -6.3557 -0.5040
H 3.2137 -7.2200 1.4865
H 2.2630 -8.4940 0.7550
H 4.5531 -9.2409 1.4306
H 4.1631 -9.5232 -0.2557
H 7.0952 -6.5585 0.9349
H 6.6640 -7.8935 2.0004
H 5.5406 -6.5885 1.7850
H 6.4319 -9.7650 -1.0334
H 7.0117 -9.6281 0.6137
H 7.6871 -8.5716 -0.6329
H 4.7468 -4.7810 -2.6448
H 3.0171 -4.7772 -2.2761
H 3.6937 -6.0974 -3.2050
C -4.0359 6.0767 -0.5972
C -2.6335 6.3289 0.0216
C -2.7829 6.5726 1.5459
C -3.4130 7.9242 1.8678
C -2.6525 9.0596 1.1932
C -2.4108 8.8547 -0.3274
N -1.9484 7.4697 -0.6767
O -0.5778 7.3913 -0.3678
C -3.7006 9.1759 -1.1263
C -1.4146 9.9709 -0.7962
C -1.8996 4.9651 -0.1972
H -4.4181 5.0861 -0.3190
H -4.7993 6.7753 -0.2554
H -3.9997 6.1102 -1.6918
H -1.8015 6.5168 2.0349
H -3.3901 5.7784 1.9994
H -4.4657 7.9419 1.5688
H -3.4043 8.0774 2.9534
H -3.1959 9.9979 1.3637
H -1.6884 9.1704 1.7074
H -3.5854 8.9174 -2.1838
H -3.9371 10.2469 -1.0827
H -4.5899 8.6750 -0.7442
H -0.4817 9.9697 -0.2202
H -1.8502 10.9691 -0.6631
H -1.1638 9.8614 -1.8581
H -1.8121 4.7339 -1.2657
H -2.4532 4.1427 0.2728
H -0.8963 4.9419 0.2421
```

Output
* multiplicity: 3
* charge: 0
* strongest force on any atom: 0.1731 Eh/bohr
* E_HOMO (alpha / beta): -8.7 / -8.7 eV

The following is a quantum chemistry calculation of 10 unconnected molecules or ions with the total composition C30H60Cl24N4, from the OMol25 dataset.

XYZ file:
```
118
Properties=species:S:1:pos:R:3
Cl 6.6262 -0.2498 2.7234
C 6.9574 0.1732 1.0499
Cl 5.6626 1.2223 0.4693
Cl 8.4931 1.0560 0.9919
Cl 7.0431 -1.2646 0.0352
Cl 2.4486 -3.7609 -4.2511
C 0.7024 -3.8015 -4.3114
Cl 0.0506 -4.3916 -2.7813
Cl 0.0545 -2.1790 -4.6049
Cl 0.1673 -4.8559 -5.6284
Cl -4.4918 -3.1145 3.7242
C -4.0438 -1.5042 3.1781
Cl -2.8524 -0.8331 4.3155
Cl -3.3479 -1.5592 1.5808
Cl -5.4716 -0.4580 3.1667
Cl 1.0298 2.9405 3.0895
C 1.9976 2.6488 4.5548
Cl 1.1837 1.4626 5.5527
Cl 3.6005 2.0441 4.0924
Cl 2.1966 4.1692 5.4189
Cl -0.9479 4.4743 -6.1513
C -0.3400 3.1841 -5.0976
Cl 0.7512 3.9185 -3.9207
Cl -1.6872 2.4291 -4.2375
Cl 0.5015 1.9718 -6.0481
Cl -4.3800 4.1748 0.6874
C -3.0560 3.3296 1.4955
Cl -1.5657 4.2688 1.3435
Cl -3.4575 3.1455 3.2002
Cl -2.8407 1.7438 0.7625
C -0.7440 -3.8446 2.0158
C -1.1650 -5.2285 2.5283
N -0.4763 -6.3321 1.8629
C -1.0185 -6.4275 0.4927
C -0.3183 -7.4496 -0.3840
C -0.6996 -7.5971 2.5486
C 0.0074 -7.6726 3.9012
H -1.3323 -3.5818 1.1395
H 0.3136 -3.7692 1.7943
H -1.0147 -3.1751 2.8364
H -1.0348 -5.2645 3.6119
H -2.2634 -5.3618 2.4214
H -2.1042 -6.6319 0.5078
H -0.8256 -5.4611 0.0244
H 0.7624 -7.3330 -0.2500
H -0.5659 -8.4876 -0.1885
H -0.5087 -7.1970 -1.4284
H -0.3361 -8.4047 1.9221
H -1.7822 -7.7748 2.7051
H -0.1367 -6.7671 4.4939
H 1.0798 -7.8342 3.8157
H -0.4489 -8.4635 4.5037
C 1.7137 -0.8825 1.3139
C 1.8355 -0.5190 -0.1746
N 0.6882 0.1914 -0.7268
C -0.4571 -0.6501 -1.0149
C -1.2733 -0.1896 -2.2239
C 0.3685 1.4920 -0.2192
C 1.5474 2.4503 -0.2775
H 0.6819 -1.0221 1.6371
H 2.0591 -0.0513 1.9480
H 2.3490 -1.7356 1.5565
H 2.7183 0.0998 -0.3352
H 2.0058 -1.4222 -0.7631
H -0.0897 -1.6434 -1.2723
H -1.1227 -0.7480 -0.1371
H -0.6821 0.4322 -2.8889
H -1.7136 -1.0443 -2.7356
H -2.1490 0.4253 -1.9680
H -0.0175 1.5033 0.8199
H -0.4493 1.9036 -0.8199
H 1.2509 3.4053 0.1688
H 2.0493 2.4975 -1.2439
H 2.3686 2.1693 0.4046
C 8.1899 5.8439 -0.2296
C 7.0179 5.0197 0.2147
N 5.8954 5.8262 0.6089
C 4.9197 5.1864 1.4582
C 3.9239 6.1694 2.0314
C 5.3780 6.7230 -0.4024
C 4.7750 6.0086 -1.6138
H 8.4978 6.4976 0.5957
H 7.9704 6.3948 -1.1354
H 9.1072 5.2535 -0.3230
H 6.6966 4.3233 -0.5825
H 7.2746 4.3527 1.0411
H 4.4353 4.3610 0.9043
H 5.4110 4.6728 2.2918
H 3.3149 5.6324 2.7684
H 4.4012 6.9894 2.5611
H 3.2236 6.5174 1.2725
H 6.2102 7.3323 -0.7657
H 4.6868 7.4212 0.0570
H 5.4817 5.3774 -2.1508
H 4.3477 6.7142 -2.3276
H 3.9951 5.3325 -1.2468
C -4.7209 -0.1758 -4.1039
C -6.0692 -0.4813 -3.4603
N -5.9588 -1.0791 -2.1381
C -5.3558 -0.2201 -1.1467
C -6.3147 0.7622 -0.4725
C -7.1892 -1.6613 -1.7332
C -7.1147 -2.4478 -0.4509
H -4.9339 0.2054 -5.1081
H -4.0947 -1.0627 -4.1539
H -4.1820 0.6308 -3.6068
H -6.6843 0.4373 -3.4228
H -6.5748 -1.1897 -4.1199
H -4.5340 0.3793 -1.5324
H -4.8975 -0.8684 -0.3918
H -6.7359 1.4311 -1.2308
H -5.7663 1.3807 0.2399
H -7.1593 0.2953 0.0320
H -7.9833 -0.8912 -1.7041
H -7.5468 -2.3170 -2.5336
H -8.0687 -2.9706 -0.3140
H -6.3696 -3.2467 -0.4457
H -6.9538 -1.8471 0.4475
```

Output
* charge: 0
* strongest force on any atom: 0.0314 Eh/bohr
* SMILES string: ClC(Cl)(Cl)Cl.ClC(Cl)(Cl)Cl.ClC(Cl)(Cl)Cl.ClC(Cl)(Cl)Cl.ClC(Cl)(Cl)Cl.ClC(Cl)(Cl)Cl.CCN(CC)CC.CCN(CC)CC.CCN(CC)CC.CCN(CC)CC
* E_HOMO: -7.9 eV

What is the charge in the second record? 0

The highest charge belongs to which entry? C30H59BeClFN3Na2O15PS3

Among the records above, which one has the lowest strongest force on any atom? C30H60Cl24N4